{
  "formula": "C39H103N3O14",
  "method": "ωB97M-V/def2-TZVPD",
  "total_energy_ha": -2765.0702,
  "relative_energy_ev": 3.142,
  "e_homo_ev": -8.03,
  "lumo_ev": 0.15,
  "total_charge": 0,
  "symbols": ["C", "C", "C", "C", "C", "C", "N", "O", "C", "C", "C", "H", "H", "H", "H", "H", "H", "H", "H", "H", "H", "H", "H", "H", "H", "H", "H", "H", "H", "H", "C", "C", "C", "C", "C", "C", "N", "O", "C", "C", "C", "H", "H", "H", "H", "H", "H", "H", "H", "H", "H", "H", "H", "H", "H", "H", "H", "H", "H", "H", "C", "C", "C", "C", "C", "C", "N", "O", "C", "C", "C", "H", "H", "H", "H", "H", "H", "H", "H", "H", "H", "H", "H", "H", "H", "H", "H", "H", "H", "H", "O", "H", "H", "O", "H", "H", "O", "H", "H", "O", "H", "H", "O", "H", "H", "O", "H", "H", "O", "H", "H", "C", "C", "C", "O", "H", "H", "H", "H", "H", "H", "H", "H", "C", "C", "C", "O", "H", "H", "H", "H", "H", "H", "H", "H", "C", "C", "C", "O", "H", "H", "H", "H", "H", "H", "H", "H", "C", "C", "C", "O", "H", "H", "H", "H", "H", "H", "H", "H"],
  "coordinates": [[-0.73061, -7.19728, 1.74818], [-1.90551, -8.21986, 1.31993], [-1.47997, -9.56000, 1.87051], [-2.50249, -10.69104, 1.66733], [-3.86891, -10.26975, 2.29512], [-4.34925, -8.89485, 1.75141], [-3.22740, -7.94309, 1.90900], [-3.68444, -6.63034, 1.65907], [-5.04369, -9.03135, 0.39589], [-5.39461, -8.51266, 2.76040], [-1.92917, -8.29158, -0.23503], [0.22486, -7.68548, 1.55625], [-0.66387, -6.96979, 2.81208], [-0.81654, -6.25239, 1.21160], [-0.59019, -9.95594, 1.38100], [-1.05962, -9.50806, 2.87485], [-2.24798, -11.62531, 2.16780], [-2.55849, -10.95278, 0.61069], [-3.71916, -10.33492, 3.37282], [-4.67669, -10.99580, 2.20317], [-6.11499, -9.21630, 0.47470], [-4.97586, -8.11545, -0.19113], [-4.62006, -9.86784, -0.15992], [-5.89230, -7.56870, 2.53821], [-6.23801, -9.19482, 2.65349], [-4.88884, -8.50013, 3.72587], [-0.90675, -8.32103, -0.61172], [-2.38870, -7.37162, -0.59643], [-2.53475, -9.09399, -0.65633], [-3.99902, -6.71699, 0.75622], [-3.24902, 9.40910, 9.29425], [-2.23744, 9.62202, 8.12676], [-0.79954, 9.35728, 8.64961], [0.30682, 9.27761, 7.65148], [-0.07239, 8.23567, 6.65926], [-1.50117, 8.26371, 6.09123], [-2.43988, 8.53030, 7.10266], [-3.80501, 8.42465, 6.72064], [-1.60133, 9.39783, 5.04415], [-1.67173, 6.87738, 5.38842], [-2.48017, 11.05792, 7.53808], [-3.01444, 10.11810, 10.08822], [-3.28079, 8.39175, 9.68424], [-4.21405, 9.85395, 9.05147], [-0.53744, 10.19797, 9.29199], [-0.77968, 8.54455, 9.37567], [1.28022, 9.10052, 8.10891], [0.29405, 10.30514, 7.28799], [-0.01131, 7.21905, 7.04765], [0.51972, 8.26830, 5.74469], [-2.61484, 9.75145, 4.85482], [-0.95505, 10.24848, 5.26054], [-1.21626, 8.96391, 4.12136], [-1.24925, 6.83331, 4.38459], [-1.22646, 6.08273, 5.98705], [-2.70372, 6.56509, 5.22851], [-3.41808, 11.18289, 6.99696], [-1.62613, 11.39417, 6.95016], [-2.71421, 11.74931, 8.34759], [-3.91283, 9.23740, 6.22123], [7.81275, 2.11552, 2.99580], [7.12237, 0.79814, 3.36989], [7.74087, -0.39139, 2.60849], [9.12257, -0.72848, 3.14606], [8.98130, -1.10459, 4.62724], [8.25164, -0.02038, 5.52806], [7.04378, 0.47921, 4.80077], [6.47364, 1.51567, 5.55661], [7.82206, -0.82931, 6.77047], [9.32438, 1.04271, 5.95153], [5.69737, 0.78886, 2.84342], [7.27908, 3.01613, 3.29947], [7.94839, 2.29357, 1.92904], [8.74883, 2.25166, 3.53739], [7.10413, -1.27336, 2.67771], [7.85417, -0.11789, 1.55946], [9.75631, 0.15265, 3.04556], [9.52974, -1.52078, 2.51792], [9.98844, -1.16927, 5.03904], [8.55386, -2.09865, 4.75853], [7.24190, -1.71295, 6.50459], [8.69537, -1.24678, 7.27162], [7.30066, -0.24708, 7.53024], [10.11797, 0.70292, 6.61701], [9.86753, 1.41890, 5.08460], [8.82305, 1.88741, 6.42402], [4.94396, 1.33074, 3.41512], [5.28014, -0.21506, 2.76497], [5.71218, 1.18581, 1.82838], [5.98995, 1.06335, 6.25163], [-2.10040, 0.98648, -12.02640], [-2.64523, 0.34470, -11.57086], [-1.74351, 1.53646, -11.32899], [-8.05753, -3.53467, -2.79589], [-8.17773, -2.60801, -3.00347], [-7.77098, -3.92984, -3.61927], [0.00711, 4.46641, -8.88173], [0.90436, 4.56552, -8.56337], [-0.41267, 5.30281, -8.68059], [-7.42229, 1.56550, -3.37487], [-6.48716, 1.74343, -3.47540], [-7.81010, 2.41982, -3.18518], [-6.15352, -0.31449, 3.94632], [-6.84509, -0.65767, 3.38046], [-5.33970, -0.59629, 3.52857], [-3.54357, 7.16649, -2.68408], [-3.40299, 7.46138, -3.58380], [-3.17258, 6.28444, -2.65989], [-2.32650, -3.53442, -9.71837], [-2.48506, -4.13460, -10.44698], [-1.40835, -3.28054, -9.81202], [5.30603, -5.03752, -10.61525], [3.91320, -5.34692, -10.07123], [3.82359, -5.78819, -8.63425], [3.12348, -4.24285, -10.22594], [5.96715, -5.89046, -10.76861], [5.71550, -4.40042, -9.83132], [5.25948, -4.53386, -11.58078], [3.49536, -6.12271, -10.71283], [4.51015, -6.61778, -8.46539], [2.82000, -6.20055, -8.52999], [4.02859, -5.00677, -7.90250], [2.86262, -4.15736, -11.14586], [3.49177, 8.50252, -1.65063], [3.12813, 9.63882, -2.61054], [3.46618, 10.99043, -2.10615], [3.63940, 9.26930, -3.81592], [3.14644, 7.49099, -1.86428], [3.16862, 8.64701, -0.61971], [4.58131, 8.47538, -1.63379], [2.04944, 9.60047, -2.76236], [4.53295, 11.18076, -1.98832], [3.07108, 11.01197, -1.09051], [2.85848, 11.74642, -2.60343], [3.55144, 9.98697, -4.44744], [-6.03270, -8.83588, -7.74299], [-6.97107, -7.62429, -8.05794], [-8.41947, -7.81028, -7.66096], [-6.50377, -6.52925, -7.34338], [-5.00340, -8.56231, -7.97497], [-6.33516, -9.64723, -8.40505], [-6.16820, -9.09870, -6.69386], [-7.00387, -7.30380, -9.09924], [-8.93450, -6.88908, -7.93340], [-8.50597, -7.89873, -6.57800], [-8.86132, -8.63282, -8.22337], [-5.78600, -6.10934, -7.82305], [-1.55778, 0.22801, -1.87287], [-0.94468, 0.63124, -3.23535], [-0.55770, -0.68722, -3.90529], [-1.90627, 1.38651, -3.95711], [-1.74133, 1.15924, -1.33693], [-0.87346, -0.31916, -1.22449], [-2.56854, -0.15420, -2.01571], [-0.06101, 1.26820, -3.19632], [0.38644, -1.15508, -3.62637], [-0.29365, -0.44459, -4.93462], [-1.38513, -1.39508, -3.95400], [-1.50184, 1.63576, -4.79132]],
  "mulliken_charge": [-1.791, 1.585, -1.342, -0.729, -1.352, 1.474, 0.094, -0.447, -1.443, -1.986, -1.569, 0.397, 0.425, 0.360, 0.427, 0.472, 0.433, 0.301, 0.457, 0.441, 0.436, 0.229, 0.358, 0.374, 0.443, 0.489, 0.390, 0.346, 0.344, 0.384, -1.889, 1.472, -1.289, -0.600, -1.175, 1.411, 0.140, -0.450, -1.536, -1.759, -1.554, 0.453, 0.404, 0.384, 0.420, 0.445, 0.362, 0.293, 0.425, 0.351, 0.175, 0.378, 0.496, 0.352, 0.415, 0.393, 0.339, 0.326, 0.451, 0.365, -1.583, 1.548, -1.230, -0.679, -1.278, 1.542, 0.165, -0.515, -1.822, -1.732, -1.866, 0.408, 0.374, 0.286, 0.393, 0.463, 0.296, 0.394, 0.426, 0.426, 0.427, 0.385, 0.468, 0.425, 0.367, 0.353, 0.354, 0.415, 0.413, 0.380, -0.643, 0.321, 0.321, -0.647, 0.327, 0.319, -0.637, 0.320, 0.318, -0.636, 0.316, 0.321, -0.638, 0.320, 0.318, -0.637, 0.317, 0.320, -0.639, 0.319, 0.320, -1.183, 0.481, -1.241, -0.552, 0.326, 0.290, 0.328, 0.246, 0.341, 0.294, 0.347, 0.322, -1.352, 0.623, -1.257, -0.539, 0.327, 0.362, 0.335, 0.157, 0.348, 0.311, 0.379, 0.305, -1.055, 0.369, -1.267, -0.547, 0.315, 0.326, 0.277, 0.290, 0.306, 0.331, 0.353, 0.303, -1.268, 0.427, -1.200, -0.549, 0.317, 0.358, 0.353, 0.261, 0.355, 0.348, 0.292, 0.306]
}